Entry from the Open Molecules 2025 dataset: one molecule with the formula C8H7NO4 at a distorted geometry (ωB97M-V with the def2-TZVPD basis set).

For the maximum force, the calculation gives 2.61 eV/A. The relative energy (zero: lowest compared OMol25 entry of this formula, charge and spin) is 192.1 kJ/mol. The value obtained for the HOMO-LUMO gap is 8.64 eV.

Cartesian coordinates (Å):
O1 -1.0167 2.5684 -0.4672
N1 0.0938 2.7895 -0.7543
C1 0.9807 1.6322 -1.0005
C2 0.3288 0.3649 -0.5803
C3 -0.6179 -0.1933 -1.4155
O2 -0.8534 0.4203 -2.6025
C4 -1.2350 -1.4104 -1.1214
C5 -1.0068 -2.0900 0.0677
C6 -0.1029 -1.4625 0.9173
C7 0.5111 -0.2645 0.6281
O3 1.4366 0.0199 1.5789
C8 1.0388 -0.8091 2.6645
O4 0.3458 -1.9061 2.1374
H1 1.8738 1.7978 -0.3741
H2 1.0928 1.6958 -2.0940
H3 -1.4241 -0.0799 -3.1755
H4 -1.8595 -1.8093 -1.9568
H5 -1.3624 -3.1004 0.1909
H6 0.4175 -0.2584 3.3308
H7 1.9268 -1.1955 3.2262

Entry from the Open Molecules 2025 dataset: an isolated ion of composition C8H7OS and charge -1 at a distorted geometry (ωB97M-V with the def2-TZVPD basis set).

For the maximum force, the calculation gives 5.32 eV/A. Its charge is -1. The relative energy (zero: lowest compared OMol25 entry of this formula, charge and spin) is 0.0 kJ/mol. The value obtained for the HOMO-LUMO gap is 6.96 eV.

Cartesian coordinates (Å):
O1 -3.6293 0.1037 1.5508
C1 -3.1920 0.0873 0.4379
S1 -3.9440 -0.2728 -1.0571
C2 -1.4371 0.0511 0.2265
C3 -0.5688 0.8948 1.1619
C4 0.7332 0.4242 0.6887
C5 0.6487 -1.0276 0.2563
C6 0.6858 0.1850 -0.7511
C7 -0.7615 -0.0733 -1.0353
C8 -0.7480 -1.2277 -0.0786
H1 -0.7236 0.6783 2.2503
H2 -0.6474 2.0662 1.1139
H3 1.7542 0.8171 1.2105
H4 1.4576 -1.8015 0.1269
H5 1.5671 0.4465 -1.3126
H6 -1.3028 -0.0361 -2.0530
H7 -1.1422 -2.1885 -0.3052

Entry from the Open Molecules 2025 dataset: one molecule with the formula C8H8 at a distorted geometry (ωB97M-V with the def2-TZVPD basis set).

For the maximum force, the calculation gives 5.39 eV/A. The relative energy (zero: lowest compared OMol25 entry of this formula, charge and spin) is 443.0 kJ/mol. The value obtained for the HOMO-LUMO gap is 8.54 eV.

Cartesian coordinates (Å):
C1 -1.9791 1.0389 0.0809
C2 -0.7922 0.1537 -0.0919
C3 0.5712 0.5407 -0.2753
C4 2.0640 1.2487 0.0685
C5 2.5947 0.0659 0.2087
C6 1.4157 -0.7295 -0.3761
C7 0.4518 -1.7698 0.1079
C8 -0.8047 -1.2819 0.0847
H1 -2.4358 1.2603 1.0346
H2 -2.6649 0.5834 -0.5487
H3 -1.7943 2.1203 -0.4128
H4 2.0664 2.2388 0.4244
H5 3.6305 -0.1880 0.2668
H6 1.6353 -1.1363 -1.3732
H7 0.8926 -2.8160 0.3479
H8 -1.5804 -1.8935 0.3854

Entry from the Open Molecules 2025 dataset: one molecule with the formula C8H8 at a distorted geometry (ωB97M-V with the def2-TZVPD basis set).

For the maximum force, the calculation gives 8.53 eV/A. The relative energy (zero: lowest compared OMol25 entry of this formula, charge and spin) is 569.5 kJ/mol. The value obtained for the HOMO-LUMO gap is 9.19 eV.

Cartesian coordinates (Å):
C1 3.3230 -0.1234 0.7010
C2 2.2672 0.1868 0.3033
C3 1.0469 0.2667 -0.3817
C4 0.4883 1.3610 -0.8774
C5 0.4325 -1.0552 -0.6479
C6 -1.0401 -1.1904 -0.5050
C7 -1.8604 -0.4615 0.5284
C8 -2.2485 0.7547 0.5668
H1 4.2435 -0.8900 1.1259
H2 -0.3892 1.2650 -1.3647
H3 1.0078 2.2596 -0.4697
H4 1.1048 -1.7956 -0.9776
H5 -1.4027 -2.2148 -0.7214
H6 -1.8855 -1.0370 1.6227
H7 -2.7105 1.2475 1.4879
H8 -2.3771 1.4265 -0.3907

Entry from the Open Molecules 2025 dataset: a 3-piece molecular cluster, C8H8BBrO3 overall at a distorted geometry (ωB97M-V with the def2-TZVPD basis set).

For the maximum force, the calculation gives 4.95 eV/A. The relative energy (zero: lowest compared OMol25 entry of this formula, charge and spin) is 132.4 kJ/mol. The value obtained for the HOMO-LUMO gap is 9.19 eV.

Cartesian coordinates (Å):
C1 2.7106 1.0623 -1.1071
C2 1.8508 0.2296 -1.7597
C3 0.6466 -0.2087 -1.2185
C4 0.3590 0.2197 0.0652
O1 -0.7662 -0.0697 0.8204
C5 -0.5132 0.4511 2.0188
C6 0.6031 1.1650 2.1412
C7 1.2901 0.9869 0.8466
C8 2.4319 1.4918 0.1941
H1 3.5609 1.3041 -1.7052
H2 2.1186 -0.0748 -2.8196
H3 -0.2036 -0.6938 -1.7699
H4 -1.4377 0.2973 2.7380
H5 0.9311 1.7812 2.9989
H6 3.0395 2.2744 0.7555
O2 -3.7610 -2.3427 -0.6620
B1 -2.6127 -2.5790 -0.4869
O3 -1.3724 -2.9700 -0.2748
H7 -0.6770 -2.3692 -0.0773
Br1 -4.1098 0.7621 -0.2874
H8 -4.0883 -0.7178 -0.4104

Entry from the Open Molecules 2025 dataset: C8H8BrCrNO8S2 as an isolated structure at a distorted geometry (ωB97M-V with the def2-TZVPD basis set).

For the maximum force, the calculation gives 2.96 eV/A. Its charge is -2. The relative energy (zero: lowest compared OMol25 entry of this formula, charge and spin) is 69.9 kJ/mol. Its expectation value of S² is 6.013. As for the multiplicity: 5. The value obtained for the HOMO-LUMO gap (alpha / beta) is 7.21 / 8.02 eV.

Cartesian coordinates (Å):
Cr1 0.1243 0.9513 -1.0330
O1 -3.6847 1.8417 -0.3401
S1 -2.2466 1.9601 -0.3665
O2 -1.7877 3.2668 0.0784
O3 -1.6130 1.6280 -1.6589
C1 -1.5351 0.8458 0.8726
C2 -1.2955 1.3984 2.1267
C3 -0.7663 0.6184 3.1503
C4 -0.4928 -0.7224 2.9277
C5 -0.7402 -1.2833 1.6765
C6 -1.2484 -0.4978 0.6547
S2 -1.5777 -1.2557 -0.9378
O4 -1.5917 -2.6947 -0.7128
O5 -2.8490 -0.7362 -1.3805
O6 -0.4453 -0.8785 -1.8098
H1 -1.5000 2.4501 2.2608
H2 -0.5600 1.0646 4.1161
H3 -0.0831 -1.3306 3.7236
H4 -0.5358 -2.3212 1.4552
N1 2.5127 -0.2759 -2.7951
C7 2.9225 -1.2040 -1.7578
C8 2.3829 -0.9907 -0.3105
O7 2.8009 -1.7559 0.5583
O8 1.5883 -0.0251 -0.1165
H5 2.7224 0.6786 -2.5027
H6 1.5022 -0.3413 -2.9143
H7 4.0172 -1.1859 -1.6998
H8 2.6163 -2.2079 -2.0644
Br1 1.3619 3.0034 -1.2010

Entry from the Open Molecules 2025 dataset: C8H8Cl4F12MgO12S4 as an isolated structure at a distorted geometry (ωB97M-V with the def2-TZVPD basis set).

For the maximum force, the calculation gives 4.72 eV/A. Its charge is -2. The relative energy (zero: lowest compared OMol25 entry of this formula, charge and spin) is 1317.2 kJ/mol. The value obtained for the HOMO-LUMO gap is 2.61 eV.

Cartesian coordinates (Å):
Mg1 -0.1691 0.3115 0.6059
C1 6.2047 0.1794 0.4825
F1 7.0494 -0.6167 -0.0877
F2 5.4405 -0.4820 1.3982
F3 6.8111 1.1785 1.1302
S1 5.0255 0.9086 -0.8415
O1 5.2303 2.3854 -0.8482
O2 5.2125 0.3161 -2.1568
O3 3.6543 0.5907 -0.3554
C2 -1.6840 -3.3366 -5.0915
F4 -2.0491 -3.2019 -6.4326
F5 -2.7481 -3.6778 -4.3767
F6 -0.7248 -4.2547 -4.8219
S2 -0.9695 -1.6197 -4.4808
O4 0.4056 -1.5298 -4.9129
O5 -1.7794 -0.5568 -5.0649
O6 -1.0753 -1.5784 -2.9812
C3 -3.3976 5.8980 -0.0493
F7 -2.9686 6.9043 0.6550
F8 -3.9369 4.9503 0.6548
F9 -4.3087 6.2998 -0.8838
S3 -1.8964 5.2186 -1.0425
O7 -2.3941 5.0838 -2.4124
O8 -0.8201 6.2210 -0.8882
O9 -1.5151 3.9213 -0.4294
C4 3.1998 2.9852 5.6326
F10 2.7839 1.8256 6.0842
F11 3.2478 3.8976 6.6128
F12 4.4295 2.8032 5.1082
S4 1.8694 3.4602 4.2306
O10 1.3953 2.1308 3.7315
O11 0.8257 4.2086 4.9687
O12 2.5596 4.1834 3.1633
Cl1 3.3970 -4.9412 -1.1781
C5 2.6747 -6.1661 -0.0770
C6 2.3799 -5.6026 1.3432
Cl2 1.2033 -4.2213 1.3572
H1 3.3600 -7.0137 -0.0857
H2 1.8511 -6.6870 -0.5653
H3 3.3052 -5.2132 1.7680
H4 2.1152 -6.3864 2.0530
Cl3 -6.6004 0.5092 -1.3710
C7 -6.9110 -1.0722 -0.8022
C8 -6.5047 -1.3194 0.6176
Cl4 -4.8150 -1.0029 0.9795
H5 -6.4581 -1.7685 -1.5079
H6 -7.9878 -1.1752 -0.9363
H7 -6.7782 -2.3243 0.9392
H8 -7.1392 -0.6224 1.1650

Entry from the Open Molecules 2025 dataset: one molecule with the formula C8H8ClN3O2 at a distorted geometry (ωB97M-V with the def2-TZVPD basis set).

For the maximum force, the calculation gives 5.62 eV/A. Its expectation value of S² is 2.016. As for the multiplicity: 3. The value obtained for the HOMO-LUMO gap (alpha / beta) is 5.65 / 6.70 eV.

Cartesian coordinates (Å):
C1 -1.4523 -2.4383 1.1287
C2 -0.5769 -1.6318 1.2806
C3 -0.7619 1.7119 -1.8169
C4 -0.6971 0.9707 -0.6751
C5 2.1193 0.8277 1.5903
C6 1.4364 2.1899 -2.5054
C7 0.8166 0.3154 1.0010
C8 -2.4511 -3.3954 0.6472
N1 0.2308 2.4855 -2.2713
N2 0.3950 1.1001 0.0749
N3 0.4552 -0.8318 1.5411
O1 2.6757 1.8769 1.0009
O2 2.6441 0.1928 2.4732
Cl1 -2.2666 0.4625 -0.0481
H1 -1.7883 1.8253 -2.2924
H2 1.9213 3.1010 -2.6165
H3 1.9641 1.2726 -2.6255
H4 -2.0575 -4.5185 0.8564
H5 -3.3301 -3.1336 1.2406
H6 -2.6787 -3.2822 -0.3436
H7 1.2627 -1.0703 2.1460
H8 2.1390 1.9695 0.2141

Entry from the Open Molecules 2025 dataset: one molecule with the formula C8H8ClN3OS at a distorted geometry (ωB97M-V with the def2-TZVPD basis set).

For the maximum force, the calculation gives 4.08 eV/A. The relative energy (zero: lowest compared OMol25 entry of this formula, charge and spin) is 199.6 kJ/mol. The value obtained for the HOMO-LUMO gap is 7.60 eV.

Cartesian coordinates (Å):
C1 -1.2930 -2.2176 1.8897
C2 0.7370 1.3348 -1.3979
C3 -0.0380 1.5106 -2.5630
C4 -0.1541 -0.9132 -1.0616
C5 0.7283 0.1755 -0.6830
C6 -0.8061 0.4125 -2.8533
C7 0.3664 1.2306 2.2454
C8 1.6908 -0.1585 0.4400
N1 -0.5716 -1.1073 2.0226
N2 -0.9201 -0.7646 -2.1932
N3 -2.2276 -2.9113 1.7296
O1 -3.0322 -3.7953 1.4999
S1 0.9157 -0.4679 2.2236
Cl1 -1.7297 0.4289 -4.2920
H1 1.3575 2.0900 -0.9702
H2 -0.0915 2.4341 -3.1036
H3 -0.2890 -1.8127 -0.5035
H4 1.0644 1.8284 2.7966
H5 -0.6505 1.2498 2.5424
H6 0.1681 1.5651 1.2405
H7 2.4197 -0.8645 0.2265
H8 2.3553 0.7526 0.7647

Entry from the Open Molecules 2025 dataset: one molecule with the formula C8H8F2O2 at a distorted geometry (ωB97M-V with the def2-TZVPD basis set).

For the maximum force, the calculation gives 3.56 eV/A. The relative energy (zero: lowest compared OMol25 entry of this formula, charge and spin) is 315.8 kJ/mol. The value obtained for the HOMO-LUMO gap (alpha / beta) is 7.42 / 7.28 eV.

Cartesian coordinates (Å):
C1 -1.5958 0.3329 1.4558
C2 -2.8208 -0.1695 0.9130
C3 -0.3392 0.1204 1.0235
C4 -2.9453 -0.7283 -0.2726
C5 2.7362 0.0081 -2.3485
C6 0.0085 -0.8052 -0.1269
C7 0.8296 -0.1241 -1.0928
C8 0.9118 0.8071 1.6517
O1 -2.9625 -1.1225 -1.3785
O2 1.9228 -0.5215 -1.4876
F1 0.7964 -1.8586 0.3902
F2 0.2592 0.9234 -1.7085
H1 -1.5853 0.9534 2.3501
H2 -3.6453 0.1097 1.4903
H3 3.6703 -0.4678 -2.5613
H4 2.3616 0.7948 -3.0822
H5 -0.9484 -1.1169 -0.5680
H6 1.7304 0.0927 1.6856
H7 0.5308 1.1236 2.6368
H8 1.0850 1.6485 1.0302

Entry from the Open Molecules 2025 dataset: a 2-piece molecular cluster, C8H8F3N3 overall at a distorted geometry (ωB97M-V with the def2-TZVPD basis set).

For the maximum force, the calculation gives 1.09 eV/A. The relative energy (zero: lowest compared OMol25 entry of this formula, charge and spin) is 177.6 kJ/mol. The value obtained for the HOMO-LUMO gap (alpha / beta) is 5.74 / 8.73 eV.

Cartesian coordinates (Å):
C1 1.6859 1.9751 0.5869
C2 2.6367 1.3088 -0.1842
C3 0.3639 1.5815 0.6034
C4 2.2976 0.2172 -0.9687
C5 -0.0009 0.4836 -0.1770
C6 0.9763 -0.1888 -0.9550
C7 -1.1989 -0.2453 -0.3511
C8 -2.5681 0.0456 0.1258
N1 0.3588 -1.1964 -1.6587
N2 -0.9837 -1.1926 -1.3244
N3 -0.4383 -1.8960 1.6938
F1 -3.2028 0.9613 -0.6515
F2 -3.3511 -1.0447 0.1020
F3 -2.6023 0.5394 1.3639
H1 1.9925 2.8165 1.1897
H2 3.6623 1.6437 -0.1646
H3 -0.3719 2.0852 1.2115
H4 3.0291 -0.3065 -1.5625
H5 0.8080 -2.0808 -1.8513
H6 -1.5059 -2.0564 -1.3606
H7 -1.3542 -2.2664 1.9421
H8 -0.2331 -1.1840 2.3904

Entry from the Open Molecules 2025 dataset: one molecule with the formula C8H8FNO2S at a distorted geometry (ωB97M-V with the def2-TZVPD basis set).

For the maximum force, the calculation gives 5.10 eV/A. The relative energy (zero: lowest compared OMol25 entry of this formula, charge and spin) is 243.2 kJ/mol. The value obtained for the HOMO-LUMO gap is 7.83 eV.

Cartesian coordinates (Å):
C1 -2.2902 -2.7274 -0.2626
C2 -1.7342 -1.6947 -0.2817
C3 -1.0445 -0.5299 -0.3518
C4 0.2765 -0.2624 -0.7100
F1 1.0464 -1.3404 -0.9440
C5 0.9182 1.0097 -0.6922
C6 2.2450 1.3273 -0.6996
C7 3.1365 0.3476 -0.1050
C8 3.0345 -0.3766 0.9820
S1 -2.0816 0.9279 -0.1366
N1 -3.0264 0.5473 1.1239
O1 -1.4103 2.1078 0.2962
O2 -2.9339 1.0153 -1.2953
H1 -2.8693 -3.6273 -0.3931
H2 0.0435 1.6397 -0.9294
H3 2.7183 2.2719 -0.9218
H4 4.0532 0.4789 -0.6250
H5 3.7153 -1.1118 1.4134
H6 2.0890 -0.4998 1.4669
H7 -2.6943 0.9687 2.0232
H8 -3.1918 -0.4720 1.0424

Q: Which value of maximum force does entry 5 give?
A: 4.95 eV/A

Q: What is the maximum force in the second record?
A: 5.32 eV/A

Q: Look up the maximum force of the eleventh one.
A: 1.09 eV/A